Computed, not measured: 3 unconnected molecules or ions with the total composition C29H59FIN4O11P2, with ωB97M-V/def2-TZVPD.

Summary:
lowest unoccupied orbital energy	-4.3	eV
highest occupied orbital energy	-11.7	eV
electronic energy	-88903.18909	eV
2S+1	1
charge	+1
HOMO-LUMO gap	0.2729	Ha

```
107
Properties=species:S:1:pos:R:3:mulliken_charge:R:1
C 5.10668 2.44678 1.06057 -1.0483
C 4.13303 1.47944 1.76743 -0.4179
C 3.76822 0.19884 1.00633 -1.3488
C 2.90156 0.42698 -0.24524 2.3662
F 2.47049 -0.84904 -0.59139 -0.4823
C 3.72447 0.93731 -1.43518 -1.8733
N 3.40102 2.28084 -1.92441 0.3594
O 3.06355 2.31919 -3.32048 -0.4034
C 1.77129 2.19920 -3.52813 0.6946
N 0.64313 2.26687 -3.75742 -0.3045
C 2.62292 3.10604 -1.15120 -0.7847
N 2.62792 4.38601 -1.47053 0.1903
C 1.85918 5.41548 -0.78740 -0.6913
C 0.33968 5.25904 -0.90359 0.3584
O -0.29509 4.91095 0.03131 -0.4027
I -0.59845 5.64290 -2.76037 0.1374
N 1.87980 2.70007 -0.11019 0.4391
C 1.62194 1.24992 0.00295 -1.6151
O 0.68800 0.91420 -0.96137 -0.0567
C -0.48935 0.25566 -0.45532 -1.7734
C -1.56067 1.29575 -0.11683 2.4498
C -1.78109 2.20372 -1.33448 -0.1270
C -2.89238 0.60321 0.23401 -1.7405
C -3.50428 0.95949 1.59879 1.0571
C -3.37300 2.44486 1.96145 -1.5932
C -5.00765 0.58100 1.61612 -1.3482
H 5.75788 2.87197 1.82355 0.4655
H 5.77950 1.92374 0.38343 0.3117
H 4.62138 3.28661 0.56089 0.1366
H 3.25055 1.99465 2.15390 0.3114
H 4.66687 1.14788 2.65914 0.6100
H 3.12687 -0.38619 1.67249 -0.0803
H 4.62265 -0.43360 0.77023 0.4423
H 3.60051 0.23808 -2.26093 0.4325
H 4.78247 0.89882 -1.19113 0.5621
H 3.23163 4.66833 -2.22943 0.3463
H 2.14324 5.52614 0.25893 0.2817
H 2.12067 6.35856 -1.26725 0.4554
H 2.14149 3.13922 0.76811 0.6283
H 1.22452 1.00199 0.98985 1.0792
H -0.88745 -0.35079 -1.27050 0.4344
H -0.27780 -0.41228 0.38317 0.1231
H -1.16328 1.92014 0.68983 -0.1055
H -2.46600 3.00039 -1.04197 0.5052
H -2.18224 1.61996 -2.16343 -0.2681
H -0.86558 2.68943 -1.66542 -0.7667
H -3.62621 0.88804 -0.52576 0.3691
H -2.79821 -0.48387 0.14134 0.4486
H -3.01860 0.34108 2.35900 0.1400
H -2.35790 2.67199 2.29359 0.3206
H -3.59476 3.07319 1.09822 0.2533
H -4.03706 2.65886 2.79604 0.5421
H -5.31798 0.06385 0.70769 0.2917
H -5.26876 -0.01730 2.48699 0.3531
H -5.60902 1.49018 1.66824 0.3498
O 0.32401 -3.66369 6.31462 -0.7322
P 1.76767 -3.40796 6.41553 0.8653
O 2.07547 -2.31868 7.53612 -0.3330
C 1.70947 -2.58264 8.90234 -0.3310
C 2.79523 -3.35266 9.62713 -0.9896
O 2.08561 -2.50147 5.08260 -0.1781
C 1.30807 -2.66097 3.90085 -0.3799
C 0.47374 -1.42190 3.67141 -1.0555
O 3.17187 -4.15440 6.41135 -0.2870
C 3.59720 -4.89959 5.24820 -0.2216
C 4.82725 -4.23531 4.67850 -1.0847
H 0.75841 -3.11867 8.93912 0.3188
H 1.55900 -1.61270 9.37329 0.2967
H 2.90695 -4.35527 9.21047 0.2509
H 2.55663 -3.44537 10.68647 0.3999
H 3.75629 -2.85032 9.51873 0.2639
H 0.69318 -3.55922 3.95337 0.5164
H 2.00012 -2.79052 3.06036 0.2951
H -0.19154 -1.24625 4.51592 0.3978
H -0.12210 -1.52857 2.76095 0.2446
H 1.11279 -0.54024 3.56734 0.1798
H 2.80093 -4.96616 4.50522 0.2521
H 3.83047 -5.91221 5.57519 0.3958
H 4.60133 -3.21778 4.35968 0.2120
H 5.20818 -4.79894 3.82649 0.3763
H 5.60767 -4.16948 5.43660 0.3376
O -5.31659 0.19233 -6.02000 -0.7488
P -4.11007 -0.60919 -6.27061 1.0606
O -4.47604 -1.97774 -6.99758 -0.2932
C -5.10989 -1.95140 -8.28715 -0.3237
C -4.08890 -1.85775 -9.40378 -0.9802
O -3.71809 -1.19331 -4.79063 -0.3694
C -4.03873 -0.46103 -3.60967 0.4823
C -5.11482 -1.17553 -2.82258 -1.3654
O -2.59696 -0.47200 -6.75856 -0.2852
C -1.68017 0.32546 -5.98168 -0.2918
C -0.61157 -0.58094 -5.42398 -0.7666
H -5.82282 -1.12523 -8.33845 0.3165
H -5.67405 -2.87857 -8.37165 0.3016
H -3.56500 -0.90045 -9.37389 0.2432
H -4.57374 -1.95430 -10.37518 0.3997
H -3.33693 -2.63960 -9.29901 0.2622
H -4.34971 0.55729 -3.84941 0.4641
H -3.11998 -0.39675 -3.01458 -0.3275
H -6.01674 -1.28811 -3.42317 0.3824
H -5.36465 -0.62351 -1.91415 0.2336
H -4.77978 -2.17561 -2.54409 0.3273
H -2.19737 0.86029 -5.18309 0.1885
H -1.24098 1.06899 -6.64728 0.4618
H -1.04924 -1.33063 -4.76474 0.2170
H 0.12256 -0.00535 -4.86252 -0.0054
H -0.10397 -1.12013 -6.22466 0.3913
```